[1]
33
Properties=species:S:1:pos:R:3:forces:R:3:nbo_charge:R:1 method="wB97M-V/def2-TZVPD" mol_weight_g_mol=469.82 e_homo_ev="-12.012 / -11.828" total_charge=+1 e_lumo_ev="-5.67 / -5.32"
O -0.0743 5.5944 0.2418 0.0 -1.6 -1.0 -0.4796
C -0.1016 4.6029 -0.3168 0.1 1.6 1.0 0.4818
Hg 0.1418 -0.3612 0.2335 0.1 -1.0 4.4 0.9338
C 0.0318 -3.2574 -0.0349 -0.3 -1.6 0.0 0.4517
O -0.2123 -4.3586 -0.1154 0.3 1.4 0.1 -0.4323
C -0.1683 -0.6544 -1.8493 -0.2 -0.3 -2.0 0.1581
O -0.4827 -1.2585 -2.7976 0.5 1.5 1.3 -0.3646
C 2.9561 -0.2987 -0.3570 1.9 0.2 -0.6 0.4543
O 4.0442 -0.1329 -0.6274 -1.7 -0.2 0.5 -0.4254
C -2.7800 -0.4423 -0.3342 -3.2 -0.1 -1.0 0.4615
O -3.8732 -0.4969 -0.6745 3.0 0.1 1.0 -0.4353
H 0.1152 0.5911 -1.3065 -0.6 -0.1 -3.1 0.1154
C -2.4282 0.3453 3.5695 -0.5 0.0 -0.3 -0.3999
N -1.1582 0.2436 4.2513 0.2 -0.8 -0.8 -0.4284
C -0.8146 1.2690 5.1999 -0.1 0.3 0.2 -0.2043
C 0.2805 0.7655 6.1077 0.0 0.1 0.7 -0.4210
C 1.4537 0.2721 5.3028 0.3 0.5 0.1 -0.2049
N 1.0110 -0.6295 4.2678 -0.6 -0.6 -0.7 -0.4292
C 2.0385 -1.4327 3.6492 0.4 -0.3 -0.2 -0.4143
C -0.2224 -0.5670 3.6804 0.2 0.4 0.1 0.8019
O -0.5098 -1.2278 2.6423 0.3 0.3 0.1 -0.7605
H -2.3216 0.8352 2.5844 -0.1 -0.1 0.3 0.1837
H -3.1124 0.9163 4.2037 0.1 0.0 -0.2 0.2162
H -2.8708 -0.6440 3.4148 0.2 0.2 0.0 0.2275
H -0.5079 2.1955 4.6802 0.0 -0.2 0.1 0.1884
H -1.7315 1.4882 5.7510 0.2 0.1 0.2 0.2200
H -0.0907 -0.0436 6.7441 -0.1 0.1 -0.1 0.2226
H 0.5985 1.5795 6.7602 0.0 -0.1 0.0 0.2362
H 2.1921 -0.2487 5.9287 -0.3 0.1 -0.1 0.2208
H 1.9646 1.1289 4.8360 0.1 -0.1 0.1 0.1874
H 2.7732 -0.7919 3.1186 -0.3 -0.4 0.0 0.1864
H 2.5907 -1.9910 4.4100 -0.1 0.2 0.1 0.2159
H 1.5800 -2.1801 2.9924 0.2 0.4 0.0 0.2364

[2]
27
Properties=species:S:1:pos:R:3:forces:R:3:nbo_charge:R:1 method="wB97M-V/def2-TZVPD" mol_weight_g_mol=189.24 e_homo_ev=-12.239 e_above_lowest_kcal_mol=47.47 total_charge=+1 e_lumo_ev=-3.89
C 3.0604 -0.3277 0.7540 1.4 -1.9 0.6 -0.1856
C 2.6578 0.9587 0.8852 -1.6 0.0 -0.8 -0.1857
C 2.1924 -1.3227 0.3618 -0.2 -1.3 0.7 -0.1747
C 1.3326 1.2856 0.4575 1.5 1.0 0.0 -0.2228
C 0.8934 -1.0404 0.0633 -1.9 1.3 -1.0 -0.0118
C 0.4234 0.3243 0.0004 1.3 -0.2 0.9 -0.0855
C -1.4415 -2.1298 -0.0783 -0.5 -1.0 -2.3 0.2710
C -1.9384 -0.1195 1.1061 2.7 2.4 -3.4 0.7680
C 0.0301 -2.1637 -0.4421 -1.2 1.5 0.8 -0.5299
C -0.9732 0.7723 -0.3203 0.7 -2.9 3.9 0.0159
C -1.6047 0.4597 -1.6033 0.8 -1.1 -1.1 -0.6491
N -1.9902 -1.3196 0.6938 -1.5 -1.1 1.1 -0.4891
N -1.1058 2.1634 0.1571 1.2 1.7 -1.2 -0.7005
O -2.2166 0.6541 1.9399 -0.8 0.3 2.1 -0.5465
H 4.0393 -0.7506 1.0247 -0.2 1.0 0.1 0.2369
H 3.3545 1.6427 1.2980 0.2 1.0 0.1 0.2378
H 2.4847 -2.4005 0.4737 -0.1 1.2 -0.5 0.2304
H 1.1535 2.3907 0.3689 0.1 -1.2 0.4 0.1867
H -2.1749 -2.8370 -0.6368 1.5 0.9 0.9 0.2200
H 0.1709 -2.0869 -1.5247 -0.3 -1.2 0.0 0.2719
H 0.3110 -3.0292 0.0967 1.0 -1.6 -0.4 0.2679
H -0.9020 0.6157 -2.4211 0.2 -0.3 -0.2 0.2308
H -2.2549 1.2694 -1.6862 -2.2 0.7 -0.9 0.2204
H -2.0571 -0.5969 -1.7412 0.5 1.9 0.5 0.2549
H -0.7954 2.4325 1.1281 0.0 -1.2 -1.0 0.4795
H -2.0785 2.3677 0.1743 -1.3 0.6 -0.3 0.4465
H -0.5708 2.7878 -0.5298 -1.2 -0.6 1.2 0.4426

[3]
27
Properties=species:S:1:pos:R:3:forces:R:3:nbo_charge:R:1 method="wB97M-V/def2-TZVPD" mol_weight_g_mol=205.31 e_homo_ev=-11.079 e_above_lowest_kcal_mol=76.86 total_charge=+1 e_lumo_ev=-5.47
C -4.4119 -0.1424 0.0995 1.0 0.7 1.3 -0.0901
C -3.9896 0.6459 1.1909 1.6 -1.0 -1.6 -0.2034
C -3.4832 -0.5716 -0.7998 -1.3 -0.3 -0.9 -0.2315
C -2.6540 0.8969 1.4113 1.7 -1.0 0.4 -0.1315
C -2.1698 -0.3244 -0.6476 2.8 -0.3 0.5 -0.0977
C -1.6623 0.3227 0.4945 0.3 0.9 0.7 -0.1728
C 3.0390 -0.5274 -1.2648 1.6 3.3 -2.6 -0.1671
C 2.1856 -2.5355 -0.9075 -0.1 0.3 -0.6 -0.0481
C 2.4095 1.0952 1.2420 -0.9 -0.3 2.9 -0.2850
C -0.1813 0.3800 0.6268 -1.8 0.8 0.1 -0.1584
C 3.0600 0.8146 -1.0278 2.8 -0.9 -5.1 0.0305
N 2.4596 -1.3650 -0.4198 -1.6 -4.1 1.3 -0.4894
N 2.8055 1.5426 0.0192 -0.8 6.2 2.4 -0.5991
S 0.5769 1.4496 1.6543 -0.6 -0.6 -0.6 0.4764
H -5.3560 -0.5944 -0.0259 -1.4 0.3 0.3 0.2361
H -4.5761 0.9565 1.9643 -2.1 0.7 1.6 0.2299
H -3.8961 -1.1433 -1.6008 0.4 -0.4 -0.6 0.2378
H -2.3954 1.2774 2.4472 0.0 -0.1 -1.6 0.2403
H -1.4124 -0.7470 -1.3129 -0.4 0.1 -0.1 0.2239
H 3.5395 -0.8508 -2.2335 -0.9 0.2 1.2 0.2067
H 1.7518 -3.4252 -0.4045 0.3 1.1 0.3 0.2000
H 2.3336 -2.6595 -2.0036 0.2 -0.3 0.6 0.1539
H 2.3676 0.0005 1.2412 0.8 0.3 0.5 0.2837
H 2.8335 1.6254 2.1793 0.0 -1.1 -1.7 0.2401
H 0.4673 -0.2418 -0.0233 -0.6 0.3 0.3 0.2691
H 3.5589 1.4731 -1.8397 -1.0 -1.4 1.2 0.2272
H 2.8000 2.6477 -0.0589 0.3 -3.3 -0.2 0.4182

[4]
27
Properties=species:S:1:pos:R:3:forces:R:3:nbo_charge:R:1 method="wB97M-V/def2-TZVPD" mol_weight_g_mol=187.25 e_homo_ev=-8.066 smiles=CN[C@@H]1Cc2cccc3ncn(c23)C1 e_above_lowest_kcal_mol=21.21 e_lumo_ev=0.72
N -0.5420 -0.2495 -3.3878 -1.7 2.1 0.8 -0.4502
C -1.0409 0.7356 -2.6206 0.4 -1.3 0.0 0.2104
C 1.3731 -2.8812 -1.6420 -0.1 1.6 0.0 -0.2256
C 0.8274 -2.2453 -2.7790 -0.8 0.7 3.9 -0.1949
C 1.2978 -2.2581 -0.3519 -2.2 2.0 -2.0 -0.2071
C 0.0630 -1.0767 -2.4893 2.1 -2.3 -3.1 0.0845
C 0.0257 -0.5889 -1.2369 -2.3 2.6 0.1 0.1132
C 0.5323 -1.0635 -0.1211 2.8 -3.4 1.9 -0.0319
N -0.7094 0.5671 -1.2843 -1.3 1.2 -0.3 -0.3648
N -1.0341 1.2833 2.5499 0.4 1.1 -3.3 -0.6055
C 0.0448 2.2447 2.8163 -2.2 -0.1 3.0 -0.4300
C 0.3877 -0.3092 1.1946 -0.8 -1.6 -0.7 -0.4537
C -0.9515 1.4328 -0.0988 -0.3 0.7 0.2 -0.2147
C -0.8140 0.6427 1.2151 -2.9 -2.8 -0.1 -0.0408
H -1.7298 1.5145 -2.9456 0.5 -0.1 0.0 0.2017
H 1.9581 -3.7869 -1.7563 0.0 0.1 0.1 0.2125
H 0.9094 -2.6605 -3.7169 0.1 -0.7 -2.0 0.2167
H 1.8884 -2.5570 0.4185 1.4 -1.5 2.2 0.1955
H -1.0246 0.5417 3.2228 0.0 -0.2 0.2 0.3621
H 0.6892 2.5055 2.0601 1.5 -0.1 -2.1 0.1889
H -0.3571 3.2063 3.1660 -0.1 -0.2 0.0 0.1927
H 0.5571 1.7917 3.6371 1.1 0.3 0.6 0.1908
H 0.2401 -1.0830 1.9716 0.2 0.5 -0.1 0.2221
H 1.3324 0.1515 1.3163 0.9 0.9 0.7 0.2197
H -0.2101 2.1960 -0.1090 0.7 0.9 -0.2 0.1883
H -1.9401 1.9605 -0.1130 0.7 -0.7 -0.3 0.2247
H -1.7729 -0.0139 1.0842 1.7 0.5 0.5 0.1952

[5]
26
Properties=species:S:1:pos:R:3:forces:R:3:nbo_charge:R:1 method="wB97M-V/def2-TZVPD" mol_weight_g_mol=175.23 e_homo_ev=-9.020 smiles="C[C@]1(N)CCc2ccccc2C1=O" e_above_lowest_kcal_mol=35.74 e_lumo_ev=0.59
C 0.9856 -2.9328 0.0721 0.9 1.1 1.6 -0.6235
C 0.3251 -1.5568 0.1152 -0.4 1.0 -0.1 0.0373
C -1.1352 -1.5668 -0.3169 -0.7 -0.7 -2.3 -0.4055
C -1.7749 -0.1338 -0.4180 1.0 -0.2 0.3 -0.4495
C -0.7755 0.9699 -0.4638 1.7 -0.6 0.1 0.0044
C -1.0970 2.2138 -0.0323 -3.7 1.5 0.5 -0.2117
C -0.2244 3.2033 0.2686 2.3 0.9 -1.3 -0.1949
C 1.1547 3.0995 -0.0150 0.4 -1.6 1.5 -0.2203
C 1.5512 1.8081 -0.4278 -0.8 -0.5 -0.7 -0.1502
C 0.5612 0.7686 -0.7090 1.9 3.0 0.7 -0.1702
C 1.0358 -0.5585 -0.9333 0.2 -2.4 0.2 0.5897
H 1.9514 -2.7645 0.6231 -0.6 -0.5 -0.7 0.2297
H 0.3559 -3.4740 0.7577 -0.1 -1.1 0.1 0.2025
H 1.1617 -3.4461 -0.8849 -0.4 0.6 0.3 0.2430
H -0.2392 -1.5724 2.2250 0.9 0.9 -1.8 0.3677
H -0.1970 -0.0546 1.4483 0.6 -1.1 0.4 0.3672
H -1.7709 -2.1754 0.3995 0.9 0.4 -1.0 0.2161
H -1.0412 -2.0592 -1.3151 -1.0 0.1 0.5 0.2125
H -2.1816 -0.0321 0.5711 -1.0 0.4 0.2 0.2170
H -2.4678 0.2070 -1.1923 -0.5 -1.3 0.1 0.2442
H -2.2035 2.4086 0.0708 1.2 0.0 0.2 0.2060
H -0.4507 4.1875 0.5694 -1.2 0.8 0.6 0.2152
H 1.8284 3.9093 0.4362 -0.7 -1.4 -1.3 0.2290
H 2.5836 1.4486 -0.5238 -0.3 0.6 0.0 0.2271
N 0.2803 -0.9768 1.5025 0.3 -0.1 0.8 -0.8640
O 1.7838 -0.9202 -1.8273 -0.6 0.2 1.2 -0.5189

[6]
34
Properties=species:S:1:pos:R:3:forces:R:3:nbo_charge:R:1 method="wB97M-V/def2-TZVPD" mol_weight_g_mol=319.29 e_homo_ev=-9.282 e_lumo_ev=0.06
O 5.9718 -0.0070 0.7403 -3.1 -0.2 3.3 -0.5665
C 5.0613 -0.0691 1.6074 2.9 0.0 -2.9 0.7694
O 5.2898 -0.9177 2.7110 -1.5 1.1 -1.5 -0.6899
C 3.7511 0.8017 1.3602 -0.2 -1.2 1.3 -0.5226
C 2.5361 -0.1761 0.9061 1.2 1.8 -0.4 -0.1030
O 2.1880 -0.9669 2.0765 -1.7 0.4 -1.4 -0.7271
S 0.8998 -2.0503 1.7263 -0.6 -1.6 2.7 1.6984
O 0.1460 -2.1616 3.0219 1.7 0.9 -3.4 -0.8574
O -0.0290 -1.3486 0.5053 -0.8 1.4 2.3 -0.6929
C -1.0926 -0.5134 1.0148 -3.4 1.9 0.4 0.1894
C -2.5321 -0.7686 0.5577 1.7 3.4 3.1 -0.1698
C -3.4832 0.2623 1.1739 3.1 -0.5 0.0 -0.2510
C -2.9399 1.3413 2.0826 -0.8 -0.3 -0.2 0.0129
N -1.6283 1.6004 2.5513 -1.7 -4.6 -4.1 -0.3889
C -0.7893 0.6319 1.9533 0.6 -0.5 -0.4 -0.0253
H 4.4506 -1.2930 3.0600 0.4 0.7 -0.2 0.4988
H 3.9554 1.6033 0.5705 -0.1 -1.4 1.2 0.2611
H 3.4840 1.2864 2.3732 0.1 -0.6 -1.7 0.2400
H 1.6978 0.5456 0.5755 1.1 -1.5 0.6 0.2066
H 2.8492 -0.8499 0.0355 -0.4 1.0 1.2 0.2044
H -2.8183 -1.6050 -0.1488 0.3 1.3 1.1 0.2507
H -4.5910 0.2406 0.9124 1.8 0.1 0.5 0.2510
H -3.7195 2.0942 2.4724 1.3 -1.3 -0.7 0.2052
H 0.3216 0.7470 2.2368 -1.9 -0.3 -0.4 0.2013
C -0.9682 -0.0163 -3.3645 0.8 -0.2 0.1 -0.1014
C -1.8025 0.3025 -4.5685 0.2 0.1 -0.8 -0.1020
O -3.1266 0.0651 -4.1118 0.0 0.0 0.6 -0.4803
C -3.1129 0.1908 -2.7572 -0.9 0.1 0.5 0.9670
O -4.0938 0.2173 -2.0721 0.7 -0.1 -0.5 -0.5752
O -1.8400 0.2829 -2.2819 -0.5 0.0 -0.3 -0.4871
H -0.0625 0.5894 -3.3122 -0.1 0.0 0.2 0.2054
H -0.6920 -1.0736 -3.3140 0.0 0.1 0.0 0.1859
H -1.7155 1.3495 -4.8729 0.0 -0.1 0.1 0.1869
H -1.5652 -0.3351 -5.4211 -0.2 0.0 0.1 0.2062

Copy entry 5 word for word.
26
Properties=species:S:1:pos:R:3:forces:R:3:nbo_charge:R:1 method="wB97M-V/def2-TZVPD" mol_weight_g_mol=175.23 e_homo_ev=-9.020 smiles="C[C@]1(N)CCc2ccccc2C1=O" e_above_lowest_kcal_mol=35.74 e_lumo_ev=0.59
C 0.9856 -2.9328 0.0721 0.9 1.1 1.6 -0.6235
C 0.3251 -1.5568 0.1152 -0.4 1.0 -0.1 0.0373
C -1.1352 -1.5668 -0.3169 -0.7 -0.7 -2.3 -0.4055
C -1.7749 -0.1338 -0.4180 1.0 -0.2 0.3 -0.4495
C -0.7755 0.9699 -0.4638 1.7 -0.6 0.1 0.0044
C -1.0970 2.2138 -0.0323 -3.7 1.5 0.5 -0.2117
C -0.2244 3.2033 0.2686 2.3 0.9 -1.3 -0.1949
C 1.1547 3.0995 -0.0150 0.4 -1.6 1.5 -0.2203
C 1.5512 1.8081 -0.4278 -0.8 -0.5 -0.7 -0.1502
C 0.5612 0.7686 -0.7090 1.9 3.0 0.7 -0.1702
C 1.0358 -0.5585 -0.9333 0.2 -2.4 0.2 0.5897
H 1.9514 -2.7645 0.6231 -0.6 -0.5 -0.7 0.2297
H 0.3559 -3.4740 0.7577 -0.1 -1.1 0.1 0.2025
H 1.1617 -3.4461 -0.8849 -0.4 0.6 0.3 0.2430
H -0.2392 -1.5724 2.2250 0.9 0.9 -1.8 0.3677
H -0.1970 -0.0546 1.4483 0.6 -1.1 0.4 0.3672
H -1.7709 -2.1754 0.3995 0.9 0.4 -1.0 0.2161
H -1.0412 -2.0592 -1.3151 -1.0 0.1 0.5 0.2125
H -2.1816 -0.0321 0.5711 -1.0 0.4 0.2 0.2170
H -2.4678 0.2070 -1.1923 -0.5 -1.3 0.1 0.2442
H -2.2035 2.4086 0.0708 1.2 0.0 0.2 0.2060
H -0.4507 4.1875 0.5694 -1.2 0.8 0.6 0.2152
H 1.8284 3.9093 0.4362 -0.7 -1.4 -1.3 0.2290
H 2.5836 1.4486 -0.5238 -0.3 0.6 0.0 0.2271
N 0.2803 -0.9768 1.5025 0.3 -0.1 0.8 -0.8640
O 1.7838 -0.9202 -1.8273 -0.6 0.2 1.2 -0.5189

Repeat the sixth record exactly.
34
Properties=species:S:1:pos:R:3:forces:R:3:nbo_charge:R:1 method="wB97M-V/def2-TZVPD" mol_weight_g_mol=319.29 e_homo_ev=-9.282 e_lumo_ev=0.06
O 5.9718 -0.0070 0.7403 -3.1 -0.2 3.3 -0.5665
C 5.0613 -0.0691 1.6074 2.9 0.0 -2.9 0.7694
O 5.2898 -0.9177 2.7110 -1.5 1.1 -1.5 -0.6899
C 3.7511 0.8017 1.3602 -0.2 -1.2 1.3 -0.5226
C 2.5361 -0.1761 0.9061 1.2 1.8 -0.4 -0.1030
O 2.1880 -0.9669 2.0765 -1.7 0.4 -1.4 -0.7271
S 0.8998 -2.0503 1.7263 -0.6 -1.6 2.7 1.6984
O 0.1460 -2.1616 3.0219 1.7 0.9 -3.4 -0.8574
O -0.0290 -1.3486 0.5053 -0.8 1.4 2.3 -0.6929
C -1.0926 -0.5134 1.0148 -3.4 1.9 0.4 0.1894
C -2.5321 -0.7686 0.5577 1.7 3.4 3.1 -0.1698
C -3.4832 0.2623 1.1739 3.1 -0.5 0.0 -0.2510
C -2.9399 1.3413 2.0826 -0.8 -0.3 -0.2 0.0129
N -1.6283 1.6004 2.5513 -1.7 -4.6 -4.1 -0.3889
C -0.7893 0.6319 1.9533 0.6 -0.5 -0.4 -0.0253
H 4.4506 -1.2930 3.0600 0.4 0.7 -0.2 0.4988
H 3.9554 1.6033 0.5705 -0.1 -1.4 1.2 0.2611
H 3.4840 1.2864 2.3732 0.1 -0.6 -1.7 0.2400
H 1.6978 0.5456 0.5755 1.1 -1.5 0.6 0.2066
H 2.8492 -0.8499 0.0355 -0.4 1.0 1.2 0.2044
H -2.8183 -1.6050 -0.1488 0.3 1.3 1.1 0.2507
H -4.5910 0.2406 0.9124 1.8 0.1 0.5 0.2510
H -3.7195 2.0942 2.4724 1.3 -1.3 -0.7 0.2052
H 0.3216 0.7470 2.2368 -1.9 -0.3 -0.4 0.2013
C -0.9682 -0.0163 -3.3645 0.8 -0.2 0.1 -0.1014
C -1.8025 0.3025 -4.5685 0.2 0.1 -0.8 -0.1020
O -3.1266 0.0651 -4.1118 0.0 0.0 0.6 -0.4803
C -3.1129 0.1908 -2.7572 -0.9 0.1 0.5 0.9670
O -4.0938 0.2173 -2.0721 0.7 -0.1 -0.5 -0.5752
O -1.8400 0.2829 -2.2819 -0.5 0.0 -0.3 -0.4871
H -0.0625 0.5894 -3.3122 -0.1 0.0 0.2 0.2054
H -0.6920 -1.0736 -3.3140 0.0 0.1 0.0 0.1859
H -1.7155 1.3495 -4.8729 0.0 -0.1 0.1 0.1869
H -1.5652 -0.3351 -5.4211 -0.2 0.0 0.1 0.2062